C34H43Ge2NSiTl | ωB97M-V/def2-TZVPD

Values from the calculation:
Kohn-Sham gap (alpha / beta), eV: 6.74 / 6.49
ΔE to the lowest compared entry with this formula, charge and spin, eV: 0.648
Multiplicity: 2

The geometry in XYZ format:
```
82
Properties=species:S:1:pos:R:3:forces:R:3
Tl -7.8762 11.9748 16.2234 0.5 -0.4 -0.3
C -6.3969 11.4852 14.4507 -2.2 1.2 -1.0
Si -6.1166 9.6926 14.4123 0.0 -0.7 -0.6
C -6.1053 9.0465 16.2237 0.3 -0.4 0.1
N -7.2704 9.5370 17.0082 -0.7 -0.6 -1.3
C -6.9519 9.5809 18.4053 1.7 -0.7 0.5
C -6.6738 8.1864 19.0668 0.1 0.6 -1.3
C -7.4076 7.0905 18.3014 -0.8 -1.5 1.1
C -8.7643 7.6435 17.8217 1.9 -0.5 -2.4
C -8.4783 8.6984 16.7029 -0.3 -0.6 1.2
C -7.5146 8.8636 13.3030 1.1 1.9 1.2
C -8.4590 9.7129 12.6930 0.1 -0.9 -0.7
C -9.3589 9.1732 11.7846 -0.6 -0.2 0.4
C -9.4051 7.7897 11.5165 1.0 1.6 1.2
C -8.4439 6.9861 12.1054 0.9 -0.5 0.0
C -7.4970 7.5241 13.0027 0.2 -1.1 -0.8
C -4.4143 9.1899 13.6951 0.9 0.3 0.7
C -4.2974 8.8060 12.3645 -2.6 1.0 0.4
C -3.1092 8.4375 11.7947 0.6 -0.6 -0.4
C -1.9727 8.3156 12.5849 -0.1 0.5 1.1
C -2.0160 8.7619 13.9286 -0.9 -0.2 -2.3
C -3.1945 9.2502 14.4265 -1.5 -1.1 -0.5
H -6.9954 11.9888 13.5815 1.4 -1.0 1.4
H -5.5551 12.0848 14.7235 0.6 0.4 0.0
H -5.1572 9.2954 16.7531 -0.5 0.5 -0.4
H -6.0494 7.9456 16.2814 -0.2 0.2 -0.4
H -7.6976 10.0995 18.9684 -0.5 0.6 0.2
H -5.9877 10.1140 18.4244 -0.6 0.4 0.5
H -7.0673 8.2639 20.0745 0.4 -0.3 0.3
H -5.5909 8.0143 19.0030 -0.3 -0.1 0.6
H -7.7133 6.2884 19.0311 0.7 0.4 -0.6
H -6.7745 6.6002 17.5235 -0.7 0.5 0.5
H -9.1267 8.1838 18.6473 -1.3 0.1 1.2
H -9.3686 6.7850 17.4192 0.0 1.2 0.6
H -9.3692 9.2986 16.5321 0.0 0.3 0.1
H -8.3282 8.1422 15.8074 0.4 -0.2 -0.9
H -8.4500 10.7915 12.7612 0.1 0.0 0.5
H -10.0787 9.8617 11.3354 0.1 -0.3 -0.1
H -10.1720 7.4680 10.8794 -0.7 -0.8 -0.9
H -8.2605 5.9498 11.8001 -0.6 0.3 0.2
H -6.6357 6.8833 13.3271 -1.0 0.6 -0.1
H -5.2966 8.8656 11.8532 1.4 -0.4 -0.3
H -3.1182 8.1924 10.7413 0.3 -0.2 0.0
H -1.0661 7.8538 12.2426 0.2 0.1 -0.5
H -1.1868 8.7410 14.5685 1.2 -0.2 0.6
H -3.1964 9.3843 15.4692 -0.2 0.8 1.3
C -12.5677 8.6330 15.4401 0.1 0.0 -1.1
Ge -12.1914 10.1676 16.5755 -0.5 1.0 0.0
C -11.9571 9.5908 18.4620 0.3 2.3 0.8
C -13.9719 11.1615 16.5641 0.3 0.4 0.3
Ge -10.5479 11.9086 15.9064 -0.2 0.4 -0.1
C -11.0780 13.4268 17.0714 -0.6 0.7 1.6
C -12.3158 14.0513 16.7340 0.5 0.2 -0.3
C -12.8936 15.0009 17.5550 0.7 -0.2 1.5
C -12.2260 15.3732 18.7353 0.1 -0.1 -0.7
C -11.0098 14.8503 19.1134 -0.1 -1.8 -1.6
C -10.4577 13.8111 18.3250 -1.9 0.7 -1.7
C -10.9543 12.6952 14.0973 -0.9 -0.9 0.2
C -10.1000 13.6644 13.6122 -0.2 0.4 -2.0
C -10.2322 14.1130 12.2688 -0.2 -0.4 0.0
C -11.3047 13.7134 11.4454 -0.3 -0.1 0.9
C -12.3103 12.9122 12.0370 1.4 -0.8 1.1
C -12.0758 12.3004 13.3135 0.3 1.3 -0.4
H -13.2066 8.0201 16.0594 -0.6 -0.2 0.0
H -11.7061 8.0064 15.2272 0.3 0.1 -0.1
H -13.0600 8.8920 14.4580 0.4 -0.2 1.2
H -12.6626 8.8206 18.7087 -0.1 -0.7 0.1
H -12.3784 10.5200 18.9925 0.8 -1.2 -0.5
H -10.9281 9.4124 18.8811 -1.1 0.0 -0.6
H -14.1051 11.7267 17.5429 0.1 -0.6 -1.4
H -14.7300 10.3653 16.4751 0.1 0.4 0.1
H -14.0818 11.8565 15.6788 0.2 -0.7 1.1
H -12.8346 13.8929 15.7773 0.5 -0.4 0.4
H -13.8909 15.3817 17.4163 -0.1 0.2 -0.5
H -12.6090 16.1241 19.3662 -0.8 0.8 0.6
H -10.5530 15.1370 20.0289 0.4 0.3 0.5
H -9.5576 13.3516 18.6366 0.9 -0.5 0.2
H -9.2897 14.0812 14.1896 0.2 -0.1 0.2
H -9.4453 14.7315 11.8398 -0.2 0.1 0.2
H -11.3957 14.0324 10.3825 0.1 -0.1 1.1
H -13.1984 12.6571 11.4911 -0.3 -0.1 -0.2
H -12.8022 11.6186 13.7840 0.3 0.3 -0.6
```
Forces are in eV/Å.

=====

C34H44AsN5O3S2W | ωB97M-V/def2-TZVPD

Values from the calculation:
Charge: +2
Kohn-Sham gap (alpha / beta), eV: 3.74 / 3.74

The geometry in XYZ format:
```
90
Properties=species:S:1:pos:R:3:forces:R:3
W 0.0123 -0.1408 0.9922 -0.8 -0.2 -0.1
C -1.1895 2.1581 3.7541 -0.1 0.0 0.0
C -0.7206 2.6830 2.4147 0.0 0.0 -0.1
N 0.4119 1.9006 1.8125 0.0 0.1 0.0
C 1.6599 1.9881 2.6201 0.0 0.0 0.0
C 2.7199 1.1478 1.9482 0.0 0.0 0.0
N 2.2098 -0.2411 1.7839 0.2 -0.1 0.0
C 2.4704 -1.0472 3.0135 0.0 0.1 0.0
C 2.2258 -2.5481 2.8547 0.0 0.0 0.1
C 1.2361 -3.0328 1.7971 0.0 -0.1 -0.2
N -0.0429 -2.2822 1.5759 0.2 0.0 0.0
C -1.0676 -2.5325 2.6169 0.0 -0.1 0.0
C -0.8257 -1.5948 3.7651 0.0 0.0 0.0
N -0.5932 -0.2018 3.2522 0.1 0.1 0.1
C -1.6786 0.7264 3.7295 0.0 -0.1 -0.1
H -2.0051 2.7967 4.0979 0.0 0.0 0.0
H -0.4066 2.2717 4.5090 0.0 0.0 0.0
H -0.3825 3.7181 2.5117 0.0 0.0 0.0
H -1.5288 2.6635 1.6801 0.0 0.0 0.1
H 0.6436 2.4436 0.9776 0.0 0.0 0.0
H 1.4718 1.6586 3.6404 0.0 0.0 0.0
H 1.9734 3.0336 2.6833 0.0 0.0 0.0
H 3.6490 1.1544 2.5227 0.0 0.0 0.0
H 2.9304 1.5438 0.9544 0.0 0.0 0.1
H 2.7975 -0.6605 1.0659 0.0 0.0 0.0
H 1.8641 -0.6356 3.8170 0.0 0.0 0.0
H 3.5053 -0.8818 3.3238 0.0 0.0 0.0
H 1.9769 -2.9480 3.8381 0.0 0.0 0.0
H 3.1697 -3.0313 2.5935 0.0 0.0 0.0
H 0.9688 -4.0685 2.0217 0.0 0.0 0.0
H 1.7232 -3.0798 0.8225 0.0 0.0 0.1
H -0.4105 -2.7214 0.7217 0.0 0.0 -0.1
H -1.0239 -3.5748 2.9423 0.0 0.0 0.0
H -2.0461 -2.3702 2.1632 0.0 0.0 0.0
H 0.0544 -1.8960 4.3320 0.0 0.0 0.0
H -1.6660 -1.5961 4.4580 0.0 0.0 0.0
H 0.2195 0.1279 3.7619 0.0 0.0 0.0
H -1.9566 0.4208 4.7394 0.0 0.1 0.0
H -2.5464 0.5978 3.0862 0.0 0.0 0.1
S -2.2469 -0.1312 0.6724 0.5 0.1 0.0
C -2.9156 0.9733 -0.5570 -0.1 -0.1 0.0
C -4.2990 1.0304 -0.6904 0.0 0.0 0.0
C -4.8489 1.8651 -1.6516 0.0 0.0 0.0
C -4.0324 2.6259 -2.4788 0.0 0.0 0.0
C -2.6515 2.5606 -2.3497 0.0 0.0 0.0
C -2.0994 1.7439 -1.3715 0.0 -0.1 0.0
As -0.2197 1.4703 -1.1682 0.2 0.2 0.0
C 0.5700 3.2221 -0.9239 -0.1 0.0 0.0
C -0.2226 4.3518 -0.7300 0.0 0.0 0.0
C 0.3744 5.5838 -0.4853 -0.1 0.0 0.0
C 1.7548 5.6904 -0.4270 0.0 0.0 0.0
C 2.5507 4.5659 -0.6126 0.0 0.0 0.0
C 1.9629 3.3345 -0.8544 0.0 0.0 0.0
C 0.3166 0.8937 -2.9353 0.0 0.1 0.0
C -0.2278 -0.2976 -3.4168 -0.2 0.0 0.0
C 0.0717 -0.7310 -4.7001 0.0 0.0 0.0
C 0.8915 0.0390 -5.5123 0.0 0.0 0.0
C 1.4034 1.2425 -5.0474 0.0 0.0 0.0
C 1.1231 1.6788 -3.7606 0.0 -0.1 0.0
H -4.9357 0.4205 -0.0640 0.0 0.0 0.0
H -5.9230 1.9121 -1.7635 0.0 0.0 0.0
H -4.4709 3.2607 -3.2354 0.0 0.0 0.0
H -2.0174 3.1345 -3.0155 0.0 0.0 0.0
H -1.3023 4.2821 -0.7852 0.0 0.0 0.0
H -0.2437 6.4611 -0.3529 0.0 0.0 0.0
H 2.2148 6.6515 -0.2460 0.0 0.0 0.0
H 3.6285 4.6539 -0.5856 0.0 0.0 0.0
H 2.5950 2.4672 -1.0199 0.0 0.0 -0.1
H -0.9027 -0.8972 -2.8115 0.1 0.2 -0.1
H -0.3440 -1.6624 -5.0592 0.0 0.0 0.0
H 1.1221 -0.2934 -6.5148 0.0 0.0 0.0
H 2.0214 1.8520 -5.6925 0.0 0.0 0.0
H 1.5198 2.6272 -3.4326 0.0 0.1 0.1
N 0.9239 -1.2509 -0.7496 0.1 -0.2 -0.1
C 0.4360 -2.5550 -1.2688 0.1 -0.1 0.2
C 1.3866 -3.4954 -1.6433 -0.1 0.1 0.0
C 0.9697 -4.7355 -2.0969 0.0 -0.1 0.0
C -0.3849 -5.0321 -2.1784 0.0 0.2 0.1
C -1.3213 -4.0722 -1.8151 -0.1 -0.1 0.0
C -0.9227 -2.8241 -1.3631 0.0 -0.1 0.1
S -0.9490 -6.6335 -2.7873 0.0 -0.1 0.0
O 0.1471 -7.5073 -2.4351 0.0 0.0 0.0
O -2.1802 -6.8197 -2.0480 0.0 0.0 0.0
O -1.1007 -6.3371 -4.1948 0.0 0.0 0.0
H 1.9055 -1.4295 -0.5360 0.0 0.1 0.0
H 0.9794 -0.6510 -1.5776 0.0 0.0 0.0
H 2.4463 -3.2630 -1.5797 0.0 0.0 0.0
H 1.6790 -5.5043 -2.3747 0.0 0.0 0.0
H -2.3684 -4.3379 -1.8777 -0.1 0.0 0.0
H -1.6662 -2.0827 -1.0896 0.0 0.0 0.0
```
Forces are in eV/Å.

=====

no.,calculated total energy (eV)
1,-163045.8924
2,-133885.0295